Formula: C5H5N
Source: the Open Molecules 2025 dataset
Level of theory: wB97M-V/def2-TZVPD

Positions of all 11 atoms, in Å:
C1 1.1869 1.0087 0.7417
C2 -0.0870 0.1538 0.9840
C3 -0.3512 -0.8620 0.0473
C4 -0.4887 -1.4550 -1.0155
C5 -1.2704 -1.4571 -2.1557
N1 -1.9295 -1.4394 -3.1110
H1 0.9335 1.9184 0.2021
H2 1.9284 0.4622 0.1409
H3 1.6786 1.3047 1.6808
H4 -1.2061 0.2761 0.4637
H5 -0.3945 0.0897 2.0217

Atomic forces in eV per Å
-0.43 0.15 -0.20
-1.47 0.32 -0.40
1.31 -1.73 -0.56
-0.37 0.13 0.25
-0.46 -0.32 -0.99
0.54 -0.04 0.74
0.07 0.08 -0.04
-0.42 0.03 0.19
-0.44 -0.22 -0.21
1.45 2.32 1.16
0.20 -0.72 0.04

For the orbital gap, the calculation gives 10.01 eV. The calculation puts the energy above the lowest of the compared OMol25 structures with the same formula, charge and spin at 92.2 kcal/mol. The electronic energy is -248.128109 Ha.

Formula: C28H27F12N3O2SiTi
Source: the Open Molecules 2025 dataset
Level of theory: wB97M-V/def2-TZVPD

Positions of all 74 atoms, in Å:
Ti1 0.7892 0.1103 -0.8965
C1 -1.3348 5.6346 -1.0800
C2 -1.3555 4.1704 -0.7388
C3 -2.4314 3.6114 -0.0642
C4 -2.4854 2.2508 0.2371
C5 -1.4161 1.4437 -0.1559
N1 -1.1570 0.0853 0.0413
C6 -2.0624 -0.9131 -0.0169
C7 -3.4480 -0.6981 -0.2246
C8 -4.3580 -1.7284 -0.3127
C9 -3.9647 -3.0561 -0.1973
C10 -4.9440 -4.1911 -0.2840
C11 -2.6047 -3.2894 -0.0256
C12 -1.6503 -2.2846 0.0469
C13 -0.1661 -2.6594 0.2111
O1 0.7276 -1.7600 -0.2552
C14 0.0844 -2.9076 1.7206
F1 1.3251 -3.3849 1.9672
F2 -0.7763 -3.8171 2.2652
F3 -0.0654 -1.7810 2.4166
C15 0.1938 -3.9740 -0.5579
F4 -0.2906 -5.1390 -0.0255
F5 1.5201 -4.1528 -0.6350
F6 -0.2722 -3.9167 -1.8261
C16 -0.2715 1.9897 -0.7733
C17 -0.2800 3.3399 -1.0829
C18 1.9219 0.8170 -2.7326
O2 2.2936 -0.2929 -1.9937
C19 2.8404 1.9867 -2.5526
F7 4.1796 1.7079 -2.7018
F8 2.7638 2.5645 -1.3292
F9 2.5909 2.9858 -3.4510
C20 1.8419 0.5359 -4.2081
F10 1.4435 -0.7328 -4.4990
F11 0.9987 1.3598 -4.9025
F12 3.0356 0.6463 -4.8874
H1 -2.1979 6.1489 -0.6519
H2 -1.3526 5.8029 -2.1609
H3 -0.4344 6.1241 -0.6994
H4 -3.2543 4.2557 0.2378
H5 -3.3251 1.8615 0.7981
H6 -3.8032 0.3092 -0.3653
H7 -5.4047 -1.4895 -0.4827
H8 -5.9681 -3.8134 -0.3242
H9 -4.8769 -4.8611 0.5777
H10 -4.7888 -4.8033 -1.1778
H11 -2.2817 -4.3179 0.0572
H12 0.5703 3.7892 -1.5896
N2 -1.4852 0.1019 -3.4068
N3 -0.7131 -0.8520 -2.6562
H13 -1.2624 -0.0029 -4.3890
H14 -1.1309 1.0140 -3.1377
H15 -0.0057 -1.2845 -3.2321
H16 -1.3412 -1.5599 -2.3011
C21 1.8016 2.8049 1.7114
Si1 2.2341 1.0216 1.1656
C22 4.1266 1.0176 0.8513
C23 2.1518 0.0606 2.8296
C24 2.9192 -1.0875 3.0514
C25 2.8815 -1.7778 4.2527
C26 2.0634 -1.3358 5.2835
C27 1.2866 -0.2006 5.0931
C28 1.3366 0.4804 3.8864
H17 2.3922 3.1350 2.5701
H18 0.7430 2.8968 1.9582
H19 1.9748 3.4888 0.8811
H20 4.6550 1.3720 1.7420
H21 4.3992 1.6425 0.0038
H22 4.4799 0.0105 0.6264
H23 3.5475 -1.4703 2.2566
H24 3.4803 -2.6731 4.3773
H25 2.0225 -1.8784 6.2218
H26 0.6319 0.1516 5.8831
H27 0.7126 1.3573 3.7629

Atomic forces in eV per Å
-0.13 -0.02 -0.59
0.01 0.14 -0.03
-0.07 -0.09 0.06
0.00 0.11 -0.02
0.06 -0.08 0.01
0.19 -0.04 0.17
0.07 -0.25 0.10
-0.02 -0.05 0.14
-0.01 0.02 -0.04
0.00 -0.11 0.02
0.09 0.10 0.01
-0.13 -0.11 -0.01
-0.06 -0.03 0.01
-0.12 0.05 -0.02
-0.10 0.09 0.09
0.18 0.33 -0.23
0.07 -0.13 0.45
-0.26 0.06 -0.09
0.18 0.17 -0.14
-0.06 -0.19 -0.13
0.09 -0.35 -0.10
0.08 0.30 -0.13
-0.27 0.02 -0.05
0.11 -0.04 0.16
-0.12 0.08 -0.22
0.06 -0.13 0.02
-0.09 0.07 0.08
0.19 -0.25 0.33
0.30 0.31 0.03
-0.24 0.02 0.07
-0.08 -0.03 -0.29
-0.02 -0.15 0.20
0.02 -0.12 -0.37
-0.13 0.17 0.16
0.10 -0.20 0.18
-0.13 0.04 0.06
-0.02 0.01 0.00
0.00 -0.02 -0.02
0.02 -0.01 0.01
0.00 -0.02 0.00
-0.01 0.00 0.00
0.05 0.04 0.00
-0.01 -0.01 0.00
-0.01 0.00 0.00
0.02 0.00 0.01
0.02 0.00 -0.01
-0.02 -0.03 0.00
0.04 0.00 -0.02
0.02 0.00 -0.01
0.18 0.39 0.05
-0.02 -0.01 -0.07
-0.02 0.09 0.03
0.04 -0.16 -0.01
0.00 -0.07 0.06
0.08 -0.14 -0.09
-0.10 0.09 -0.01
-0.13 -0.01 0.11
0.05 0.08 -0.01
0.00 0.12 -0.04
-0.03 0.03 0.07
0.00 -0.04 0.06
0.02 -0.07 0.03
0.04 0.03 -0.08
0.07 -0.01 0.07
-0.09 -0.04 0.03
0.05 0.04 -0.06
0.04 0.02 0.04
0.00 0.03 0.02
-0.01 -0.09 0.00
0.03 0.01 -0.07
0.00 -0.02 0.02
0.00 0.00 0.00
0.00 -0.01 0.02
-0.01 0.05 -0.04

For the orbital gap, the calculation gives 5.90 eV. The total charge is -2. The calculation puts the energy above the lowest of the compared OMol25 structures with the same formula, charge and spin at 24.7 kcal/mol. The electronic energy is -3735.458206 Ha.

Formula: C8H12N2
Source: the Open Molecules 2025 dataset
Level of theory: wB97M-V/def2-TZVPD

Positions of all 22 atoms, in Å:
C1 2.4630 -1.7685 0.0979
C2 0.6877 -0.1680 -0.1542
C3 1.4914 0.9474 0.1061
C4 1.0396 2.2258 0.1336
C5 -0.2598 2.3936 0.0200
C6 -1.1708 1.2824 -0.1788
C7 -0.6257 -0.0536 -0.2306
C8 -1.6959 -1.0341 -0.4482
H1 2.5425 -2.5931 -0.1312
H2 3.1193 -1.3501 1.1710
H3 3.0954 -1.0352 -0.4678
H4 0.4601 -2.3261 0.5342
H5 2.2963 0.6453 0.2090
H6 1.7992 3.1142 0.1767
H7 -0.7781 3.0729 0.1582
H8 -2.2655 1.5819 -0.4096
H9 -0.9202 -2.1940 -0.3244
H10 -2.3444 -1.2573 -1.1372
H11 -3.2436 -1.8217 0.6182
H12 -3.3326 -0.0892 0.5764
N1 1.1082 -1.5810 -0.1333
N2 -2.8233 -1.0901 0.5549

Atomic forces in eV per Å
2.15 16.02 5.49
0.95 -2.96 1.69
-11.70 1.47 -2.34
4.13 1.91 0.13
1.77 -12.37 -2.38
1.73 0.55 -0.26
-6.75 4.83 -1.61
3.85 -5.71 5.78
3.42 -14.99 -3.42
-2.48 -1.77 -1.82
-0.80 -1.13 -0.71
2.35 3.36 -2.30
14.28 -3.62 1.92
-1.60 -1.77 0.27
-7.49 12.79 1.89
1.91 -0.92 0.68
-3.30 2.96 -0.46
-1.44 -0.10 -6.26
-6.68 -10.47 0.67
1.17 -3.80 0.05
-2.34 0.70 2.35
6.85 15.01 0.63

For the orbital gap, the calculation gives 9.15 eV. The calculation puts the energy above the lowest of the compared OMol25 structures with the same formula, charge and spin at 259.0 kcal/mol. The electronic energy is -421.147425 Ha.

Formula: C30H32FeN
Source: the Open Molecules 2025 dataset
Level of theory: wB97M-V/def2-TZVPD

Positions of all 64 atoms, in Å:
C1 3.6040 -1.7543 0.1679
C2 2.5767 -1.7329 1.2953
C3 1.5738 -0.6333 1.1698
C4 1.9511 0.5355 0.4317
C5 1.0427 1.6359 0.3941
C6 -0.1787 1.5618 1.0545
C7 -0.5732 0.3937 1.7886
C8 -1.8561 0.4298 2.4345
C9 -2.6217 -0.5413 3.0806
C10 -4.0067 -0.8641 2.7205
C11 -4.3213 -2.1441 3.2025
C12 -3.1820 -2.6392 3.8643
C13 -2.1673 -1.5768 4.0458
C14 0.3317 -0.7215 1.7866
C15 1.4140 2.8677 -0.3668
C16 2.4982 2.6707 -1.4250
C17 3.6319 1.8407 -0.8388
N1 3.1498 0.6064 -0.2243
C18 4.2048 -0.3814 -0.0611
H1 4.4012 -2.4738 0.3634
H2 3.1128 -2.0829 -0.7505
H3 2.0702 -2.7013 1.3535
H4 3.1274 -1.6157 2.2403
H5 -0.8946 2.3915 0.9381
H6 -2.4136 1.3528 2.2514
H7 -4.6631 -0.2687 2.0240
H8 -5.3025 -2.6279 3.0501
H9 -3.1076 -3.6784 4.1647
H10 -1.1144 -1.8494 4.1807
H11 0.0263 -1.6862 2.2168
H12 0.5111 3.2826 -0.8191
H13 1.7459 3.6495 0.3273
H14 2.0508 2.1492 -2.2812
H15 2.8879 3.6412 -1.7619
H16 4.3629 1.5940 -1.6261
H17 4.1471 2.4403 -0.0585
H18 4.8150 -0.0913 0.8158
H19 4.8507 -0.3734 -0.9582
C19 -0.8152 0.2059 5.6808
C20 -1.9640 -0.8127 5.6597
C21 -3.1928 -0.2612 6.3122
C22 -4.3000 -1.1032 6.7339
C23 -5.3903 -0.2501 7.1615
C24 -4.9578 1.1231 7.0499
C25 -3.5904 1.1308 6.5545
Fe1 -3.7076 0.0543 8.1976
C26 -2.1661 0.5080 9.3842
C27 -2.3918 -0.9198 9.3701
C28 -3.7664 -1.1675 9.7547
C29 -4.3987 0.1117 10.0205
C30 -3.4146 1.1583 9.7880
H20 0.1055 -0.3696 5.5737
H21 -0.8455 0.8698 4.8003
H22 -0.7676 0.9196 6.5244
H23 -1.6970 -1.7658 6.2053
H24 -4.2559 -2.1790 6.6162
H25 -6.3635 -0.6279 7.4871
H26 -5.5426 2.0130 7.2871
H27 -2.9740 2.0043 6.3554
H28 -1.2292 1.0155 9.1860
H29 -1.6499 -1.6813 9.1106
H30 -4.2165 -2.1280 9.9499
H31 -5.3475 0.2539 10.5400
H32 -3.5294 2.1932 10.0667

Atomic forces in eV per Å
-0.19 -0.02 -0.27
0.45 -0.49 0.18
-0.63 0.19 0.10
0.24 -0.07 0.24
-1.13 -0.18 0.44
1.18 0.03 -0.90
-1.95 -0.10 1.00
2.11 2.03 -1.80
-0.38 -2.23 0.52
-1.04 -1.04 -0.41
-0.90 2.04 -1.15
0.43 -0.42 0.97
0.27 1.48 1.54
0.58 -0.06 -0.51
-0.03 0.85 -0.10
-0.29 -0.38 0.23
-0.21 0.43 0.19
0.14 0.27 -0.32
-0.21 -0.18 0.45
0.02 0.00 0.13
0.01 0.03 -0.09
-0.03 0.05 0.03
-0.13 0.06 -0.02
0.43 -0.40 0.23
0.19 0.02 -0.08
0.90 -0.56 1.03
0.85 0.15 0.16
0.28 0.15 0.17
-0.07 -0.37 -1.34
0.19 0.59 -0.02
-0.07 -0.01 -0.12
0.12 -0.16 0.12
0.25 0.09 0.04
-0.08 -0.24 0.01
-0.18 -0.09 0.29
-0.04 -0.17 -0.32
0.03 -0.11 -0.26
-0.28 0.04 0.29
0.17 -0.12 -1.10
-0.67 -0.72 1.11
-1.23 0.11 -0.89
-0.03 1.22 -1.30
0.44 -0.17 -0.89
0.50 -0.49 -0.73
-0.53 -1.11 -0.99
-0.72 -0.03 0.23
-0.95 -0.19 0.91
-0.27 0.46 0.52
0.82 1.06 0.98
1.35 -0.09 1.36
0.80 -1.45 1.09
0.29 0.35 0.24
-0.17 -0.34 0.10
-0.15 -0.86 0.06
-0.06 1.03 -0.21
-0.26 0.13 0.31
0.49 0.39 0.10
0.27 -0.42 0.14
-0.23 -0.25 0.13
-0.22 -0.13 -0.18
-0.43 0.40 -0.05
-0.05 -0.02 -0.41
0.12 -0.05 -0.73
-0.10 0.09 -0.44

For the orbital gap (alpha / beta), the calculation gives 1.55 / 5.52 eV. The total charge is -1. The calculation puts the energy above the lowest of the compared OMol25 structures with the same formula, charge and spin at 31.5 kcal/mol. The electronic energy is -2480.561995 Ha. The multiplicity is 5.